Below is a cluster of 2 separate species, C36H36FN2O in total in a non-equilibrium geometry, with properties calculated with ωB97M-V/def2-TZVPD.

Each line ends with the Löwdin charge.
Geometry (Å):
F  -4.753  -0.711  -1.704  0.0516
O  -0.551  -2.645  -0.022  0.0505
N  -1.339  -1.005  1.432  -0.0059
N  0.640  -0.461  2.333  -0.0326
C  -0.072  4.618  -4.862  -0.0365
C  0.811  -1.821  1.835  -0.1897
C  1.547  0.588  0.261  -0.0131
C  -2.620  -0.155  4.192  -0.1695
C  2.744  -4.097  4.055  -0.0415
C  2.249  1.697  -0.369  -0.2260
C  -1.860  3.266  -3.186  0.0252
C  -2.699  -1.017  0.962  -0.0085
C  -1.363  -0.957  3.850  -0.0973
C  2.710  1.671  -1.714  -0.0573
C  -1.752  0.096  -3.682  -0.1699
C  -0.739  1.085  -3.881  0.1510
C  4.300  -5.369  2.694  -0.0889
C  2.535  2.864  0.380  -0.0412
C  -1.785  4.657  -3.148  -0.0321
C  -0.074  3.233  -4.837  0.0098
C  -2.827  0.220  -2.748  0.0755
C  -3.661  -2.004  -3.365  0.0614
C  -1.728  -1.076  -4.500  0.0079
C  3.296  3.910  -0.137  -0.0781
C  1.984  -3.801  2.918  -0.2226
C  2.334  -4.358  1.685  -0.0434
C  3.911  -4.859  3.942  -0.0808
C  1.284  0.546  1.611  -0.0877
C  -0.428  -1.940  0.978  -0.3982
C  -0.812  -0.284  2.568  -0.3869
C  3.473  2.719  -2.234  -0.0995
C  -1.190  1.200  2.689  -0.0957
C  -2.506  1.208  3.473  -0.1681
C  -0.912  2.500  -3.938  -0.1727
C  -2.648  -2.099  -4.332  -0.0243
C  -3.748  -0.815  -2.645  -0.2137
C  -0.878  5.346  -3.969  -0.0037
C  3.504  -5.119  1.566  -0.0761
C  0.832  -2.830  3.002  -0.0755
C  3.771  3.852  -1.456  -0.0890
H  -3.516  -0.681  3.844  0.0967
H  -2.570  -2.992  -4.952  0.1268
H  0.898  -2.266  3.944  0.1137
H  3.784  -5.513  0.587  0.1032
H  -2.903  1.067  -2.077  0.1097
H  -0.615  -0.898  4.653  0.1247
H  -4.353  -2.821  -3.185  0.1398
H  -3.337  1.355  2.775  0.1018
H  -1.241  1.671  1.697  0.1217
H  0.218  0.717  -4.261  0.1414
H  -2.642  2.763  -2.628  0.0980
H  0.563  5.144  -5.577  0.1229
H  5.227  -5.941  2.597  0.1030
H  1.624  1.347  2.280  0.1150
H  -2.448  5.216  -2.485  0.1231
H  -2.957  -0.059  0.490  0.0844
H  2.433  -3.690  5.019  0.1119
H  -0.981  -1.102  -5.297  0.1292
H  0.545  2.651  -5.523  0.1296
H  1.302  -0.274  -0.372  0.1141
H  1.703  -4.156  0.814  0.1119
H  -2.778  -1.805  0.205  0.0888
H  2.191  2.925  1.410  0.0976
H  -1.605  -2.013  3.683  0.1161
H  1.710  -1.874  1.214  0.1518
H  4.375  4.677  -1.852  0.1048
H  4.518  -5.055  4.828  0.1044
H  -0.400  1.699  3.272  0.1260
H  -3.409  -1.225  1.772  0.0930
H  -2.531  2.032  4.197  0.1099
H  2.503  0.789  -2.324  0.0999
H  3.527  4.760  0.503  0.1066
H  -2.724  -0.025  5.274  0.1111
H  -0.128  -3.379  2.971  0.1324
H  -0.828  6.438  -3.942  0.1278
H  3.870  2.666  -3.251  0.1004

## Properties
HOMO energy (Ha): -0.36738
E_LUMO (eV): -6.1
Energy (hartree): -1677.721464
Charge: +1
Frontier orbital gap (hartree): 0.142
Energy relative to the best compared isomer or geometry (same formula, charge and spin) (kcal/mol): 4.3